Entry 1:
51
Properties=species:S:1:pos:R:3:forces:R:3 method="wB97M-V/def2-TZVPD" e_lumo_ev=-8.259 charge=+2
H 1.9171 0.9341 4.0706 0.01 -0.03 0.01
C 0.4521 -2.3402 -1.1494 0.08 0.09 0.05
H 1.2186 -5.3666 0.1552 0.01 -0.01 0.00
C -2.8195 -0.4218 2.3671 0.08 0.01 -0.11
C -2.0416 -0.4397 3.5220 0.01 0.00 0.01
C -1.4614 1.4041 -3.3709 -0.06 -0.03 -0.18
H -4.7587 -0.6449 0.2954 -0.01 -0.02 0.01
H 3.3235 3.7339 -0.8355 0.00 0.01 0.02
C -4.1096 -0.2429 -0.4680 0.07 0.10 -0.04
O -0.6099 -1.6988 -1.7407 0.00 0.00 -0.14
C 2.3856 2.4193 0.5396 0.02 0.02 -0.04
C -4.5397 -0.1416 -1.7934 0.04 -0.01 0.03
C 0.3018 -3.6608 -0.7379 -0.03 0.03 -0.11
H -2.4440 -0.8870 4.4212 -0.01 0.01 0.00
C 2.5015 3.0228 -0.8153 0.01 0.21 -0.02
N 1.2801 1.7364 0.8651 0.26 -0.27 0.14
H -3.8065 -0.8599 2.3583 0.00 -0.02 0.02
C -0.7477 0.0716 3.5406 0.02 0.01 -0.12
H 4.0475 2.0855 3.4781 0.01 0.00 0.01
H -1.9123 1.4622 -4.3579 -0.03 0.02 0.01
C 2.5682 -3.6938 0.0524 -0.04 -0.09 -0.03
C 1.6666 -1.6694 -0.9536 -0.20 -0.02 0.06
H 1.5857 3.5527 -1.0835 -0.02 0.00 0.00
H -5.5273 -0.4852 -2.0689 -0.02 0.00 0.00
H 2.6908 2.2374 -1.5461 0.02 0.11 0.03
H -4.0191 0.5015 -3.7698 0.00 0.00 -0.03
C -2.8519 0.2015 -0.1500 -0.01 0.08 0.26
C -2.2825 0.1525 1.2270 -0.06 -0.08 -0.15
H 4.2875 3.0999 1.2306 0.00 0.01 0.00
O 1.0279 0.5552 -1.8367 -0.69 0.45 -0.69
H -1.1566 2.4115 -3.0816 0.03 0.00 0.02
C -3.7042 0.4031 -2.7415 0.00 0.02 0.07
H 3.6614 -1.8779 -0.2370 -0.03 -0.01 0.01
C 1.9856 -0.2609 -1.3397 0.46 0.09 0.04
H -1.1508 -2.3741 -2.1692 -0.06 0.04 0.06
Au -0.2090 1.2187 -0.3938 0.72 -1.22 0.66
H -0.5736 0.7714 -3.4263 -0.01 0.05 0.04
H -0.6422 -4.1660 -0.9103 -0.01 0.02 0.01
C -0.2513 0.6430 2.3793 0.09 0.06 0.06
H -0.1463 0.0225 4.4359 0.00 -0.03 0.01
H 3.3962 -4.2223 0.5023 0.02 0.01 0.00
C -2.4248 0.8394 -2.3856 0.04 -0.07 -0.15
C 2.0714 1.3295 3.0777 -0.07 0.11 -0.05
N -1.0610 0.6927 1.3158 -0.57 0.80 -0.03
N -2.0302 0.7252 -1.1155 -0.21 -0.29 0.06
C 3.3945 2.5549 1.5006 0.02 -0.03 -0.04
C 2.7142 -2.3871 -0.3554 0.07 0.13 0.04
C 1.3501 -4.3363 -0.1465 0.08 0.02 0.04
O 3.1066 0.1725 -1.2303 0.18 -0.30 0.06
C 1.0897 1.2294 2.1295 -0.16 0.03 0.13
C 3.2575 1.9930 2.7457 -0.05 -0.02 0.00



Entry 2:
94
Properties=species:S:1:pos:R:3:forces:R:3 method="wB97M-V/def2-TZVPD" e_lumo_ev=-0.878 charge=0
C -7.4776 1.1715 5.0875 0.04 0.05 -0.10
H -7.6111 1.6799 6.0487 0.07 0.03 0.01
H 3.7109 -4.5940 -0.1156 -0.77 0.83 0.42
H -8.3849 1.3592 4.5090 -0.01 -0.20 0.06
H 2.6800 0.5739 -4.7783 -0.27 -0.54 1.03
C -4.2249 5.6196 1.4052 -0.06 0.08 0.07
C 1.4029 -2.5642 3.1499 -0.31 0.68 -0.40
C 0.8659 -1.0717 -1.5010 0.73 -0.17 0.81
H -6.1216 1.1839 3.4038 -0.08 0.06 0.01
H -3.6712 5.2846 -1.3192 -0.04 -0.04 -0.08
P 3.3803 -2.1096 -0.3241 1.02 1.74 0.96
H 1.8500 -2.7391 -2.6795 -0.50 1.03 0.07
C -4.9604 3.9586 -0.1789 0.10 -0.06 -0.07
H -3.0112 1.8063 3.6262 0.41 -0.52 -1.09
O -7.4105 -0.2327 5.2748 -0.15 -0.14 -0.07
C 1.4508 -0.2737 0.8715 -2.24 0.12 -2.39
H -4.1759 3.8320 -2.1861 0.00 0.01 0.05
H 7.2265 -4.4687 -7.3806 -0.04 0.05 -0.06
C -3.8739 4.2164 -1.2093 0.07 0.27 0.02
H 2.4819 1.6093 2.9169 0.54 -0.84 -0.83
H 3.3974 1.3761 1.3402 -0.34 -0.69 0.99
H -3.9230 5.6646 2.4541 -0.01 -0.21 -0.05
H 5.8537 -3.6390 -8.1164 0.00 -0.02 0.05
H 2.2816 -3.2473 3.0307 -0.83 0.74 -0.21
H -3.1398 0.6171 2.2195 0.68 0.65 0.44
H 2.1119 -4.0937 0.6887 0.95 0.23 -0.50
H 2.9606 0.2143 -3.0332 -0.95 -0.15 -0.53
H -6.4088 -1.8005 6.0553 -0.13 0.07 -0.15
H 3.9277 -3.0194 -2.6484 0.37 1.05 0.54
H 7.7195 -5.4347 -5.4058 0.05 0.05 -0.04
O -1.2100 0.9364 3.0718 0.53 0.51 -1.62
N -1.3187 -0.1412 -2.5539 0.92 1.28 4.36
O -4.5627 4.2665 1.1482 0.01 -0.18 0.14
H 1.7498 -1.6121 -4.9385 -0.19 0.68 1.05
C -6.2887 1.7378 4.3304 0.19 -0.05 0.13
C 5.9125 -3.4749 -5.9653 -0.04 -0.07 -0.09
N 1.3095 1.4959 -3.4479 0.70 -0.19 -0.19
H 6.5080 -2.5566 -5.9238 0.06 -0.01 -0.06
N 2.3612 -0.3677 1.9902 -0.88 -0.28 0.38
C 3.0865 0.8771 2.3030 0.55 1.14 0.59
H 4.3244 -1.2299 -2.5336 -0.31 -0.76 0.77
H -5.2042 2.8937 -0.1846 0.02 0.05 0.21
H 5.3564 -2.4611 -1.7211 -1.24 0.39 -0.04
H -5.3720 1.6715 4.9209 -0.01 0.08 -0.02
N -1.9305 1.2894 -0.3633 2.53 -2.14 -2.03
C 1.0940 -1.9239 -2.7972 -1.28 0.36 -0.13
C -0.3992 -0.2298 -1.4961 0.65 0.09 0.56
C 8.4770 -3.6471 -4.4380 -0.01 0.14 -0.20
H -5.6445 6.6550 0.1296 0.02 0.07 0.03
H 4.8643 -3.1680 -5.9394 0.04 -0.07 0.19
H 4.0094 0.6661 2.9243 -1.00 -0.06 -0.86
C 1.8039 -1.1186 -0.3823 -3.36 0.86 -0.98
B -0.2067 1.4179 2.2032 0.01 0.16 1.24
C 1.3299 -1.0030 -4.0851 -0.58 0.28 0.62
C -2.5147 1.4273 2.6817 -0.90 0.59 0.79
O 6.1251 -4.2565 -4.8006 -0.20 -0.02 0.16
H 0.5996 -2.7349 2.3713 1.10 -0.02 0.63
H 5.6193 -5.1793 -7.2622 -0.05 0.08 0.01
C 7.4409 -4.7464 -4.6006 0.09 0.05 0.07
H 9.4399 -4.0709 -4.1462 -0.06 0.01 0.00
H -6.2682 6.2477 1.7253 0.09 0.02 0.05
C 3.1713 -3.7939 0.4728 0.16 -0.68 0.21
O 0.3988 2.6559 2.5546 -1.35 -0.81 -1.05
C 4.2816 -2.1891 -1.9596 0.22 -1.60 -0.89
H 0.3527 3.2881 1.8153 0.55 -0.40 0.29
H 0.1035 -2.4468 -2.9874 1.11 0.44 0.23
H 3.7056 -3.7423 1.4693 -0.60 0.04 -1.18
C 1.8133 -1.0332 3.1407 -0.86 -0.11 1.26
H 0.8345 1.7875 -4.3069 0.00 -0.10 0.39
H -7.2708 -0.3678 7.9451 0.05 -0.08 -0.04
H -5.1113 7.5834 1.5326 0.00 -0.06 0.00
H -2.9402 3.7346 -0.9127 -0.09 -0.05 0.00
C 2.1514 0.3135 -3.8026 0.70 0.03 -1.56
H 8.1608 -2.9287 -3.6781 0.02 -0.10 0.03
H 0.2997 -0.6632 -4.4177 1.19 -0.36 0.29
C -0.7314 0.5954 -0.2691 1.11 -1.34 -0.54
H -5.3692 -0.4896 5.5308 0.03 0.06 0.05
S -2.4400 0.9044 -1.9027 0.15 -0.20 0.10
C -6.3033 -0.1993 7.4672 0.01 0.24 0.00
H -6.4554 2.7896 4.0891 0.01 -0.05 -0.01
C 0.2325 0.5428 0.9108 1.10 -0.97 -0.85
O 1.6320 -0.4154 4.1792 0.73 -0.44 -0.93
C 6.1667 -4.2344 -7.2562 0.23 -0.07 -0.01
C -6.3143 -0.7126 6.0372 -0.02 -0.02 0.10
H -2.4887 2.2943 1.9676 0.11 -0.80 0.60
H -5.5292 -0.7056 8.0476 -0.04 0.01 -0.04
H -3.3491 5.9138 0.8165 -0.04 0.05 -0.06
H 1.9869 2.2470 -3.2601 -0.54 -0.25 0.02
H 8.6234 -3.0953 -5.3692 0.07 -0.03 0.03
H 0.9422 -2.7819 4.1467 0.46 0.47 -0.89
H 7.4100 -5.3383 -3.6832 -0.20 0.04 -0.06
H -6.1010 0.8736 7.5057 0.06 -0.05 0.04
H -5.8822 4.4912 -0.4356 0.02 0.05 -0.05
C -5.3790 6.5830 1.1867 -0.08 -0.03 -0.23



Entry 3:
23
Properties=species:S:1:pos:R:3:forces:R:3 method="wB97M-V/def2-TZVPD" relative_energy_ev=1.056 e_lumo_ev=0.964 charge=0
C 2.2097 0.0480 -0.0783 0.15 0.64 -0.09
H -0.3960 -3.3315 -1.1010 0.01 -0.53 -0.42
C 1.1510 1.5652 1.2165 -0.66 -1.72 -1.99
H -1.2635 0.5108 1.5584 0.02 0.20 0.45
N -0.2997 -0.0551 -0.1885 -0.69 -0.56 -0.59
N 3.0806 0.8859 0.6198 -0.46 0.19 0.05
C -1.5265 0.2853 0.5366 0.55 1.10 -0.94
H 4.0777 0.9885 0.4252 -0.79 0.06 0.40
N 2.4169 1.8172 1.3944 1.14 -1.15 -1.00
H 0.8956 -2.5125 -0.1999 -0.22 -0.29 0.23
C -2.1973 1.5019 -0.1364 -0.43 0.20 0.14
C 0.9423 0.4628 0.2261 -0.79 0.47 1.30
H -3.1568 1.6980 0.3741 0.21 0.05 -0.34
H 0.2679 -0.9963 -2.0070 -0.20 -0.04 0.25
H -2.3882 1.3289 -1.2214 0.11 -0.04 0.81
H 0.3680 2.1414 1.6683 0.03 0.21 0.29
H -1.4357 -1.2705 -1.6266 -0.06 0.91 0.24
H -2.2549 -0.5277 0.5975 0.35 -0.28 -0.30
H -1.5925 2.4268 -0.0566 -0.13 -0.59 0.00
H -0.7986 -2.5757 0.4313 0.42 0.08 -0.34
C -0.1637 -2.4942 -0.4716 0.14 0.62 0.33
H 2.5065 -0.7374 -0.7810 0.21 0.53 0.52
C -0.4427 -1.1599 -1.1797 1.09 -0.05 1.00



Entry 4:
45
Properties=species:S:1:pos:R:3:forces:R:3 method="wB97M-V/def2-TZVPD" relative_energy_ev=0.000 e_lumo_ev=-5.708 charge=+1
C 16.5227 5.2237 6.6655 -0.38 0.01 0.34
H 13.5760 4.3212 10.0743 -0.03 0.17 0.25
N 17.5122 5.1547 6.0936 0.32 -0.01 -0.12
H 8.3379 3.9864 9.2309 0.09 -0.33 0.06
H 8.9452 8.1887 4.5314 0.06 -0.28 0.23
H 7.9247 3.9070 6.0307 -0.10 -0.48 0.11
H 6.9673 9.3943 5.9360 -0.06 -0.24 0.37
C 7.5239 9.3078 6.8820 0.47 0.11 -0.65
H 9.3440 6.4556 4.3507 -0.28 0.37 0.25
H 6.9470 9.7344 7.6935 0.04 0.27 -0.08
C 15.2336 5.3174 7.3095 0.72 -0.28 -0.69
C 7.8813 7.8929 7.1974 -0.36 0.65 0.13
H 9.4711 3.7490 6.9616 -0.36 0.10 -0.10
S 11.6009 6.7777 6.4596 0.46 -0.02 -0.58
S 9.4682 10.0997 9.9648 0.08 -0.56 -0.83
N 16.9607 3.6724 9.9174 -0.50 0.28 -0.43
H 6.7355 4.6710 9.4858 -0.40 -0.22 0.05
C 7.5494 7.2320 8.4012 0.29 0.17 0.55
H 8.0991 5.3130 10.3753 0.08 0.07 0.02
C 7.7889 4.8966 9.4199 0.35 0.23 -0.69
S 10.8531 8.9273 8.8539 -1.08 -0.30 -0.03
Tc 10.0018 7.0540 7.9026 -0.41 0.15 0.40
S 9.6737 7.4886 12.2320 0.43 0.76 0.32
H 7.5054 8.1251 10.3583 0.22 0.01 0.27
S 11.1122 5.5069 9.1222 0.12 0.11 -0.26
C 12.9625 5.9792 7.1920 -0.60 0.34 -0.19
C 8.4719 5.6892 6.9331 0.27 -0.09 0.98
C 8.6242 7.1698 4.7871 1.00 0.18 0.66
H 6.2744 8.7568 9.2856 0.22 -0.37 0.01
S 10.7305 10.7151 11.3712 0.24 0.01 0.99
H 9.3956 4.5446 5.3729 0.07 -0.01 0.22
C 7.9937 5.8781 8.2978 0.27 0.47 0.07
C 6.8153 7.8434 9.5737 0.20 0.29 -0.62
C 14.2217 5.8971 6.5897 -0.44 0.19 0.43
C 16.1108 4.1470 9.2988 0.03 -0.16 0.29
C 12.7212 5.4176 8.4346 -0.49 0.18 0.42
C 15.0079 4.7524 8.5791 0.71 0.15 0.17
C 8.8590 4.3835 6.3114 0.10 0.33 -0.28
H 7.6841 7.0253 4.2987 -0.73 -0.22 -0.29
C 8.4526 6.9636 6.2861 0.13 -0.52 -1.20
C 13.7620 4.8314 9.1425 -0.07 -0.93 0.24
H 14.4103 6.3255 5.6237 0.03 0.06 -0.27
H 6.0901 7.1654 9.9969 -0.16 -0.38 0.04
H 8.4358 9.8886 6.7029 -0.18 0.10 0.25
As 10.6800 9.0720 13.0440 -0.39 -0.39 -0.79



no.,electronic energy (Ha)
1,-1451.68869
2,-2495.92486
3,-438.74557
4,-5511.14740